DFT (ωB97M-V/def2-TZVPD) results for a structure of composition C25H21N8PdS.

Each line ends with the Mulliken charge.
Positions of all 56 atoms, in Å:
Pd 0.43 -0.44 0.03  0.21
C 5.70 0.04 -0.12  -0.85
N 4.97 -1.24 -0.09  0.17
C 5.57 -2.49 -0.08  -0.54
C 4.59 -3.40 -0.06  -0.32
N 3.37 -2.70 -0.05  0.27
C 3.64 -1.37 -0.08  0.38
S 2.66 0.06 -0.08  -0.38
C 2.11 -3.37 -0.10  0.85
C 2.04 -4.71 0.23  -0.66
C 0.86 -5.38 -0.03  -0.55
C -0.19 -4.70 -0.63  -0.71
C -0.03 -3.35 -0.85  -0.38
N 1.09 -2.67 -0.56  -0.25
H 6.76 -0.18 -0.13  0.31
H 5.46 0.62 0.77  0.36
H 5.43 0.59 -1.01  0.37
H 6.64 -2.61 -0.10  0.45
H 4.65 -4.47 -0.10  0.43
H 2.88 -5.23 0.68  0.38
H 0.77 -6.43 0.22  0.47
H -1.10 -5.20 -0.91  0.45
H -0.83 -2.77 -1.31  0.65
N 0.66 3.93 0.47  -0.07
C 0.97 2.91 1.47  -0.45
N 0.26 1.90 1.23  -0.46
C -0.55 2.20 0.08  2.82
N -0.21 3.57 -0.32  -0.33
C -2.53 0.59 0.36  -0.60
C -3.89 0.35 0.22  0.07
N -4.44 -0.84 0.43  -0.51
C -3.62 -1.82 0.78  -0.68
C -2.24 -1.62 0.87  -0.42
N -1.70 -0.43 0.64  -0.29
H 1.07 4.87 0.38  0.26
H 1.72 3.05 2.25  0.50
H -4.57 1.16 -0.04  0.52
H -4.06 -2.79 0.99  0.43
H -1.57 -2.43 1.12  0.80
C -3.77 4.29 1.09  -0.68
C -3.11 3.56 2.14  -0.87
C -2.32 2.53 1.82  -0.89
C -2.07 2.09 0.39  2.80
C -0.21 1.12 -1.00  -0.35
C -0.80 1.02 -2.19  -1.29
C -1.87 1.85 -2.71  -0.68
C -2.70 2.70 -2.05  -0.97
C -2.81 2.92 -0.66  0.58
C -3.62 3.98 -0.24  -1.00
H -4.40 5.13 1.36  0.50
H -3.28 3.83 3.17  0.54
H -1.85 1.93 2.59  0.57
H -0.42 0.27 -2.87  0.58
H -2.04 1.76 -3.78  0.46
H -3.38 3.29 -2.66  0.49
H -4.14 4.56 -0.99  0.50

HOMO level	-16.27	eV
2S+1	1
frontier orbital gap	4.9	eV
electronic energy	-1928.27553	Eh
net charge	+3
LUMO energy	-11.3	eV

=====

DFT (ωB97M-V/def2-TZVPD) results for a structure of composition C52H58IN10PdS3.

Each line ends with the Mulliken charge.
Positions of all 125 atoms, in Å:
Pd 1.49 0.16 0.95  1.12
N 0.43 1.80 0.92  0.46
S 0.18 4.30 -1.83  0.06
N -2.37 1.69 -0.56  -0.84
S -2.50 1.03 -1.84  1.14
N -1.70 -0.31 -2.30  -0.06
S -0.93 -1.16 -1.20  0.47
N 0.34 -0.78 -0.59  -0.04
C -2.19 -1.68 -0.02  0.71
C -1.83 -1.64 1.32  -0.82
C -2.76 -2.02 2.28  -0.20
C -4.02 -2.46 1.89  -1.05
C -4.36 -2.51 0.55  -1.12
C -3.44 -2.11 -0.42  -0.15
C -0.75 -2.65 -2.20  0.14
C -0.96 -3.91 -1.66  -0.38
C -0.65 -5.04 -2.41  -0.84
C -0.13 -4.90 -3.69  -0.67
C 0.08 -3.64 -4.22  -0.66
C -0.23 -2.51 -3.48  -0.50
C -4.21 0.52 -2.22  -0.12
C -5.14 0.78 -1.24  -0.20
C -6.46 0.36 -1.42  -0.76
C -6.82 -0.31 -2.58  -0.42
C -5.87 -0.56 -3.57  -0.69
C -4.56 -0.15 -3.39  -0.48
C -2.22 2.04 -3.32  0.00
C -2.91 3.24 -3.36  -0.37
C -2.69 4.13 -4.39  -0.76
C -1.76 3.83 -5.38  -0.46
C -1.07 2.63 -5.33  -0.58
C -1.30 1.73 -4.30  0.10
C 1.05 5.14 -0.54  0.74
C 0.51 6.35 -0.09  -0.61
C 1.10 7.03 0.95  -0.56
C 2.26 6.54 1.55  -0.48
C 2.79 5.34 1.10  -0.56
C 2.19 4.63 0.07  -0.46
C 1.45 3.31 -2.57  -0.39
C 2.37 3.88 -3.45  -0.41
C 3.31 3.08 -4.08  -0.75
C 3.33 1.71 -3.84  -0.77
C 2.41 1.15 -2.97  -0.48
C 1.48 1.95 -2.33  1.33
H -0.85 -1.29 1.60  -0.04
H -2.49 -1.98 3.33  0.57
H -4.74 -2.76 2.64  0.39
H -5.35 -2.84 0.24  0.45
H -3.70 -2.14 -1.47  0.71
H -1.36 -4.01 -0.66  0.55
H -0.82 -6.02 -1.99  0.46
H 0.10 -5.78 -4.28  0.38
H 0.48 -3.53 -5.22  0.43
H -0.07 -1.52 -3.88  0.31
H -4.81 1.29 -0.35  0.42
H -7.20 0.55 -0.66  0.42
H -7.84 -0.64 -2.73  0.38
H -6.15 -1.08 -4.48  0.40
H -3.80 -0.35 -4.14  0.37
H -3.60 3.48 -2.55  0.48
H -3.22 5.07 -4.42  0.39
H -1.57 4.53 -6.18  0.37
H -0.32 2.40 -6.09  0.42
H -0.75 0.80 -4.24  0.28
H -0.39 6.74 -0.57  0.41
H 0.67 7.96 1.30  0.36
H 2.72 7.07 2.36  0.37
H 3.66 4.90 1.58  0.39
H 2.58 3.67 -0.22  0.17
H 2.34 4.94 -3.63  0.48
H 4.03 3.52 -4.76  0.37
H 4.07 1.08 -4.33  0.37
H 2.42 0.08 -2.76  0.43
H 0.78 1.49 -1.64  -0.12
C 2.64 -3.17 -1.67  -0.56
N 3.06 -2.69 -0.36  0.12
C 3.80 -1.44 -0.40  -0.26
C 2.31 -2.92 0.75  0.69
N 2.22 -1.99 1.66  0.23
C 1.93 -2.35 2.99  -1.14
C 2.52 -3.47 3.58  -0.36
C 2.20 -3.87 4.87  -0.72
C 1.26 -3.15 5.59  -0.73
C 0.73 -1.99 5.05  -0.16
C 1.09 -1.53 3.79  -0.86
N 0.63 -0.35 3.24  0.73
C 0.66 0.78 3.88  0.18
N 0.08 1.88 3.31  0.48
C 0.63 3.22 3.52  -0.70
C -0.54 1.73 2.00  -0.84
N 1.27 0.99 5.11  0.75
C 2.51 0.36 5.48  -0.98
C 0.61 1.75 6.14  -1.30
N 1.71 -4.17 0.80  1.00
C 2.45 -5.36 0.47  -1.42
C 0.48 -4.40 1.52  -1.23
H 3.48 -3.65 -2.18  0.35
H 2.28 -2.33 -2.26  -0.06
H 1.82 -3.89 -1.57  0.10
H 4.44 -1.34 0.47  0.39
H 3.07 -0.61 -0.37  -0.25
H 4.38 -1.40 -1.32  0.23
H 3.24 -4.03 3.00  0.49
H 2.66 -4.75 5.29  0.38
H 0.97 -3.47 6.59  0.41
H 0.03 -1.39 5.63  0.45
H 1.51 3.18 4.15  0.48
H -0.12 3.87 3.98  0.19
H 0.93 3.62 2.55  -0.20
H -1.15 0.82 2.01  0.03
H -0.16 1.77 0.08  -0.77
H -1.24 2.56 1.86  0.44
H 3.00 -0.05 4.60  0.18
H 2.37 -0.44 6.22  0.31
H 3.18 1.12 5.90  0.33
H -0.32 2.17 5.76  0.35
H 1.24 2.56 6.51  0.33
H 0.37 1.10 7.00  0.35
H 3.41 -5.09 0.04  0.45
H 1.91 -5.98 -0.25  0.28
H 2.62 -5.96 1.37  0.37
H -0.04 -3.46 1.70  0.10
H 0.65 -4.89 2.49  0.37
H -0.17 -5.05 0.92  0.40
I 3.61 1.50 1.99  -0.41

HOMO level	-4.09	eV
2S+1	1
frontier orbital gap	6.4	eV
electronic energy	-4183.91558	Eh
net charge	-1
LUMO energy	2.3	eV

=====

DFT (ωB97M-V/def2-TZVPD) results for a structure of composition C4H4O2Y.

Each line ends with the Mulliken charge.
Positions of all 11 atoms, in Å:
O 2.24 -0.14 -0.17  -0.66
C 1.10 -0.69 0.25  0.01
H 1.10 -1.08 1.28  0.37
C -0.04 -0.75 -0.54  -0.25
C -1.33 -0.36 0.14  -0.29
C -0.53 0.89 0.49  -0.10
O -0.50 1.87 -0.36  -0.54
Y 1.64 1.86 0.02  1.66
H 0.07 -0.42 -1.58  0.24
H -1.60 -0.95 1.02  0.26
H -2.16 -0.23 -0.56  0.28

HOMO level	-12.03	eV
2S+1	1
frontier orbital gap	6.1	eV
electronic energy	-343.28818	Eh
net charge	+1
LUMO energy	-5.9	eV

=====

DFT (ωB97M-V/def2-TZVPD) results for a structure of composition C12H50Ca2N24O14.

Each line ends with the Mulliken charge.
Positions of all 102 atoms, in Å:
Ca 0.84 0.36 -0.78  1.41
Ca -2.46 -0.61 -2.05  1.16
O -1.10 1.18 -1.89  -0.26
H -1.44 1.79 -2.57  -0.05
O -0.79 -1.15 -0.60  0.98
H -1.25 -1.90 -0.17  -0.21
C 3.13 -1.89 -0.77  0.69
O 2.65 -0.92 -0.21  -0.57
N 3.67 -1.94 -2.01  -0.39
N 3.16 -3.06 -0.17  -0.34
H 4.02 -2.83 -2.35  0.16
H 3.46 -1.16 -2.62  0.10
H 3.43 -3.85 -0.73  0.15
H 2.91 -3.13 0.80  0.15
C 1.54 0.66 -3.96  0.34
O 1.84 0.41 -2.80  -0.25
N 0.51 1.43 -4.23  -0.39
N 2.09 0.31 -5.02  -0.36
H -0.13 1.80 -3.53  -0.10
H 0.17 1.63 -5.16  0.20
H 2.83 -0.38 -5.02  0.21
H 1.77 0.69 -5.90  0.16
C -4.49 2.66 -1.23  0.60
O -4.48 1.71 -1.99  -0.61
N -5.50 3.38 -0.75  -0.40
N -3.34 3.13 -0.74  -0.10
H -5.14 4.25 -0.38  0.17
H -6.49 3.25 -0.82  0.20
H -3.27 3.61 0.15  0.25
H -2.65 2.45 -1.03  -0.14
C -0.35 0.98 2.51  0.02
O 0.50 0.67 1.69  -0.05
N -1.58 0.68 2.33  -0.07
N -0.18 1.73 3.51  -0.23
H -2.14 0.94 3.13  0.11
H -1.96 0.15 1.56  -0.38
H -0.95 1.68 4.16  0.14
H 0.73 2.10 3.74  0.32
C 2.76 -0.94 4.75  0.76
O 3.00 -0.05 5.55  -0.69
N 2.45 -0.67 3.47  0.05
N 2.91 -2.21 5.00  -0.33
H 2.25 -1.46 2.87  -0.27
H 2.47 0.24 3.03  0.04
H 3.08 -2.55 5.94  0.25
H 2.63 -2.87 4.29  0.12
C 1.65 3.61 -0.48  0.23
O 1.89 2.41 -0.58  -0.32
N 2.54 4.39 -0.11  -0.33
N 0.55 4.23 -0.73  -0.33
H 2.41 5.39 -0.09  0.17
H 3.49 4.03 -0.19  0.32
H 0.56 5.19 -0.41  0.14
H -0.22 3.68 -1.04  0.05
C -4.61 -0.83 0.35  0.60
O -3.53 -0.44 -0.12  -0.31
N -5.79 -0.40 -0.12  -0.40
N -4.61 -1.62 1.41  -0.30
H -5.72 -0.01 -1.05  0.22
H -6.66 -0.68 0.31  0.19
H -5.51 -1.99 1.71  0.21
H -3.74 -2.08 1.63  0.08
C 5.58 1.80 -0.56  0.84
O 4.88 2.81 -0.77  -0.76
N 5.92 1.46 0.64  -0.48
N 6.01 0.91 -1.39  -0.43
H 6.17 0.49 0.81  0.17
H 5.57 2.08 1.35  0.21
H 5.55 0.92 -2.28  0.22
H 6.64 0.19 -1.07  0.17
C -1.52 -2.95 3.27  0.43
O -2.61 -2.59 3.27  -0.67
N -1.01 -3.93 3.83  -0.27
N -0.57 -2.31 2.61  0.56
H -0.01 -4.08 3.81  0.13
H -1.44 -4.29 4.67  0.29
H 0.40 -2.56 2.77  -0.14
H -0.72 -1.70 1.83  -0.60
C -0.50 -5.19 -0.46  0.59
O 0.12 -5.21 -1.48  -0.70
N -1.43 -5.94 -0.10  -0.39
N -0.31 -4.20 0.42  0.01
H -1.31 -6.62 -0.85  0.29
H -1.86 -6.09 0.79  0.20
H -0.88 -4.33 1.25  0.06
H 0.16 -3.38 0.07  -0.26
C -0.54 -2.57 -4.19  0.46
O -1.25 -1.76 -3.66  -0.76
N -0.48 -2.84 -5.47  -0.48
N 0.40 -3.19 -3.56  -0.17
H -0.07 -3.75 -5.64  0.20
H -1.07 -2.19 -5.97  0.30
H 0.17 -3.35 -2.59  0.02
H 0.81 -3.90 -4.16  0.16
C -1.66 5.69 1.18  0.86
O -1.48 6.31 0.11  -0.68
N -2.29 6.10 2.20  -0.40
N -1.42 4.47 1.45  -0.18
H -2.52 7.08 2.31  0.23
H -2.62 5.51 2.95  0.13
H -1.08 3.83 0.75  -0.05
H -1.54 4.08 2.37  0.16

HOMO level	-13.27	eV
2S+1	1
frontier orbital gap	8.8	eV
electronic energy	-4210.12420	Eh
net charge	+2
LUMO energy	-4.4	eV

=====

DFT (ωB97M-V/def2-TZVPD) results for a structure of composition AgBr.

Each line ends with the Löwdin spin population.
Positions of all 2 atoms, in Å:
Ag -1.12 0.05 0.88  0.00
Br 1.12 -0.05 -0.88  1.00

HOMO level (spin up / spin down)	-16.82 / -16.39	eV
2S+1	2
frontier orbital gap (spin up / spin down)	10.0 / 7.4	eV
electronic energy	-2720.62958	Eh
net charge	+1
LUMO energy (spin up / spin down)	-6.8 / -9.0	eV

=====

DFT (ωB97M-V/def2-TZVPD) results for the molecule C2H6NOPS.

Each line ends with the Löwdin spin population.
Positions of all 12 atoms, in Å:
C 0.96 -0.14 -0.47  0.05
C 0.62 -0.63 0.92  0.04
N -0.31 0.03 -1.18  0.30
O -0.54 -1.45 0.70  0.16
P -1.50 -1.01 -0.55  0.89
S -2.77 0.61 0.35  0.48
H 1.63 0.71 -0.40  0.01
H 1.64 -0.88 -1.18  0.01
H 1.36 -1.23 1.39  0.00
H 0.40 0.22 1.73  0.00
H -0.53 0.89 -1.66  0.02
H -2.47 1.61 -0.48  0.04

HOMO level (spin up / spin down)	-4.41 / -9.19	eV
2S+1	3
frontier orbital gap (spin up / spin down)	5.1 / 6.4	eV
electronic energy	-949.18018	Eh
net charge	0
LUMO energy (spin up / spin down)	0.7 / -2.8	eV